The following is a DFT calculation (ωB97M-V/def2-TZVPD) of an isolated ion of composition C6H9N2O2S and charge +1 in a non-equilibrium geometry.

XYZ file:
```
20
Properties=species:S:1:pos:R:3:forces:R:3
C 0.99533 -1.82700 0.78019 0.38 0.49 -0.17
C 1.14289 -0.69795 0.07794 0.30 -0.26 0.28
C -0.41306 -2.13008 1.00340 -0.67 0.25 -0.17
C -0.16058 -0.18430 -0.36305 -0.74 4.13 -0.34
C -1.22449 -1.03939 0.29115 -0.15 -0.20 0.19
C -0.41013 1.56861 -0.08934 1.15 -4.08 -0.46
N -0.79904 -3.09690 1.69515 0.32 -0.68 0.44
N 0.59473 2.33693 0.07348 -0.52 -0.02 0.05
O 0.58345 1.11017 -2.50246 -0.26 -0.24 0.67
O 0.56537 -1.40302 -2.62429 0.65 -1.04 -0.28
S -0.28602 -0.30529 -2.29794 -0.31 1.25 0.47
H 1.77679 -2.45270 1.17188 0.17 -0.08 0.05
H 2.08387 -0.27023 -0.22541 0.16 0.00 -0.11
H -1.90475 -1.47438 -0.44146 -0.10 -0.04 0.01
H -1.81857 -0.50044 1.03040 -0.04 0.05 -0.09
H -1.43177 1.91727 -0.10484 -0.05 0.42 0.04
H -1.79414 -3.23426 1.83567 -0.16 0.30 -0.24
H 1.53950 1.95799 0.05598 -0.11 0.06 0.02
H 0.49167 3.34518 0.16605 0.06 -0.10 0.05
H 1.01459 1.15600 -3.36300 -0.08 -0.22 -0.38
```
Forces are in eV/Å.

Orbital gap = 8.13 eV
Spin multiplicity = 1
Relative energy (zero: lowest compared OMol25 entry of this formula, charge and spin) = 31.8 kcal per mole
Charge = +1
E = -891.86350 Ha


The following is a DFT calculation (ωB97M-V/def2-TZVPD) of C10H26ClI2OOsP2 as an isolated structure in a non-equilibrium geometry.

XYZ file:
```
43
Properties=species:S:1:pos:R:3:forces:R:3
I 0.36389 1.86379 -4.98591 -0.57 1.33 1.10
I -0.32858 3.63677 -3.01482 0.63 -1.10 -1.46
Os 0.06656 0.36941 -0.68365 0.51 -0.44 2.68
P -2.09736 0.25212 -0.83690 -5.44 -1.58 -0.94
C -3.16464 1.35617 0.15410 0.27 0.46 0.17
C -2.74461 0.61515 -2.49103 -0.05 -0.02 -0.04
H -3.82681 0.47823 -2.38977 0.11 0.15 -0.47
H -3.86162 -1.26956 -0.59400 0.21 -0.46 0.18
H -2.33763 -0.04485 -3.26212 -0.14 -0.11 0.22
H -2.37173 -2.19239 -1.07650 -0.30 0.37 0.22
H -2.91911 2.38524 -0.12943 -0.31 -0.04 0.11
H -2.50319 1.64736 -2.76956 -0.35 -0.17 0.15
C -2.78232 -1.40217 -0.42879 0.07 0.32 -0.21
H -4.18890 1.10146 -0.15597 0.23 0.21 0.14
H -2.58034 -1.65718 0.62226 -0.17 0.10 -0.29
H -3.06679 1.26029 1.24235 -0.12 0.00 -0.52
P 2.23364 0.23744 -0.86718 5.42 -1.86 -1.01
C 3.13066 1.31212 0.27672 -0.44 0.50 0.17
C 3.07052 -1.37336 -0.54572 -0.27 0.23 -0.22
H 2.48100 -0.00646 -3.26965 0.21 -0.12 0.23
H 3.97258 0.52865 -2.40510 -0.13 0.20 -0.44
H 2.62982 1.68482 -2.77076 0.30 0.00 0.14
C 2.88833 0.65696 -2.49974 -0.01 0.08 -0.04
H 2.64691 -2.15510 -1.19112 0.32 0.21 0.14
H 4.12508 -1.17427 -0.79872 -0.31 -0.39 0.15
H 4.20027 1.11734 0.12955 -0.19 0.12 0.06
H 2.84065 1.08352 1.30792 0.16 0.10 -0.15
H 2.98058 -1.69038 0.50249 0.20 0.20 -0.49
H 2.88992 2.35467 0.04869 0.25 -0.02 0.21
Cl 0.07179 -1.54656 -2.06641 0.01 1.30 0.15
C -0.49990 -0.29263 3.64428 1.41 -0.24 0.09
C -0.00210 -1.68348 3.12872 -1.22 -0.42 -0.50
C 0.72045 -1.38518 1.82174 1.30 0.00 0.57
O 0.19831 -0.04000 1.41110 -0.08 0.21 -1.14
C -0.81033 0.42625 2.34557 -1.34 0.07 0.98
H -1.34837 -0.33912 4.33627 0.18 -0.08 -0.32
H 0.34814 0.18699 4.16418 -0.43 -0.05 -0.12
H -0.84717 -2.34843 2.84265 0.29 0.42 0.62
H 0.62945 -2.22729 3.84460 -0.18 0.31 -0.26
H 1.81716 -1.24422 2.01018 -1.04 -0.02 -0.34
H 0.54676 -2.09369 0.98678 0.05 0.40 0.57
H -1.84546 0.08378 2.07321 1.15 0.35 -0.30
H -0.72549 1.52783 2.33953 -0.18 -0.53 0.20
```
Forces are in eV/Å.

Orbital gap (spin up / spin down) = 5.99 / 4.22 eV
Spin multiplicity = 5
Relative energy (zero: lowest compared OMol25 entry of this formula, charge and spin) = 20.1 kcal per mole
Charge = +3
E = -2299.63069 Ha


The following is a DFT calculation (ωB97M-V/def2-TZVPD) of C4H7NO as an isolated structure in a non-equilibrium geometry.

XYZ file:
```
13
Properties=species:S:1:pos:R:3:forces:R:3
C 1.49756 -0.72649 -0.18566 0.17 -0.16 0.01
C 0.25313 -0.11929 -0.74894 0.69 0.04 -0.44
N -0.94257 -0.82701 -0.62213 -0.26 1.45 0.11
C -0.51096 0.87904 0.04259 -0.54 -0.70 -0.11
C -1.13551 0.64229 1.32799 -0.03 -0.50 0.61
O -1.69173 -0.38989 1.63088 -0.09 0.53 1.18
H 1.31844 -1.08673 0.83102 0.00 0.01 -0.15
H 2.28095 0.03713 -0.16826 0.01 -0.19 0.03
H 1.81045 -1.56011 -0.81488 0.14 -0.04 0.08
H 0.35864 0.32725 -1.73914 0.58 0.11 -0.11
H -1.66117 -0.59357 -1.28804 0.11 0.18 -0.80
H -0.44590 1.93140 -0.30605 -0.91 -0.89 -0.35
H -1.13134 1.48599 2.04061 0.12 0.16 -0.05
```
Forces are in eV/Å.

Orbital gap (spin up / spin down) = 8.91 / 8.91 eV
Spin multiplicity = 1
Relative energy (zero: lowest compared OMol25 entry of this formula, charge and spin) = 100.1 kcal per mole
E = -286.47215 Ha


The following is a DFT calculation (ωB97M-V/def2-TZVPD) of C20H27F15NiO12 as an isolated structure in a non-equilibrium geometry.

XYZ file:
```
75
Properties=species:S:1:pos:R:3:forces:R:3
Ni 0.70843 1.57433 -2.36962 1.35 -0.95 1.29
O 0.83849 0.87835 -0.63955 -1.17 0.40 0.54
H 1.26527 0.13686 -0.21407 0.40 -0.06 -0.54
O 2.44686 1.31783 -2.85945 -0.72 0.55 -0.94
H 3.06068 1.56952 -2.16463 -0.13 -0.13 0.20
C 3.01124 -1.46260 2.53633 -0.14 -0.42 -1.18
C 1.90267 -0.45487 2.77294 0.95 -0.39 0.46
O 0.95540 -0.92029 3.76378 -0.31 0.13 -0.02
C 0.03194 -1.72313 3.27237 0.23 -0.21 -0.05
O 0.03746 -2.23512 2.18974 -0.18 -0.05 -0.13
C -1.17666 -1.88705 4.21165 -0.03 0.52 -0.19
F -2.19790 -1.24848 3.60188 -0.13 -0.16 0.17
F -1.51398 -3.15987 4.36620 0.07 0.03 0.15
F -0.99129 -1.30583 5.39538 -0.06 -0.34 0.02
H 2.63360 -2.27583 1.90943 -0.10 -0.17 0.37
H 3.47189 -1.87615 3.42845 -0.08 0.19 0.17
H 3.78284 -1.02236 1.89666 0.07 0.26 0.34
H 1.35148 -0.27244 1.85657 0.03 0.35 -0.03
H 2.33894 0.43740 3.21247 -0.35 0.23 -0.12
C -0.47778 -3.74725 -1.06437 -0.52 -1.26 -0.44
C -0.79113 -2.40200 -1.68155 0.83 -0.58 0.16
O -2.18631 -2.11503 -1.49037 -0.03 0.43 0.80
C -3.01855 -2.63332 -2.35694 -0.09 -0.07 -0.77
O -2.74652 -3.11591 -3.41627 0.02 -0.24 -0.09
C -4.48431 -2.56202 -1.89477 -0.05 0.44 0.22
F -5.28311 -2.30603 -2.92266 -0.02 0.07 -0.09
F -4.84820 -3.72939 -1.36885 0.01 -0.12 0.20
F -4.66810 -1.59626 -0.97171 -0.06 -0.25 -0.12
H -1.00088 -3.90238 -0.12035 0.27 0.40 0.20
H 0.58165 -3.96584 -0.94576 0.08 0.44 0.16
H -0.84194 -4.56924 -1.69638 -0.06 0.26 -0.13
H -0.56433 -2.39256 -2.74585 0.00 0.11 -0.01
H -0.20814 -1.64361 -1.16470 -0.45 0.41 -0.05
C 1.46479 4.51109 0.14810 0.17 0.68 1.37
C 0.20963 5.08053 -0.48377 0.72 -1.30 -0.48
O -0.89113 4.89146 0.42550 -0.47 -0.18 0.05
C -1.09568 5.85505 1.30258 -0.14 0.67 -0.47
O -0.47359 6.86758 1.40033 0.35 0.21 0.15
C -2.36018 5.64008 2.14457 0.22 -0.93 0.40
F -2.44717 4.34131 2.52608 -0.16 0.46 -0.12
F -2.30684 6.38310 3.23596 -0.11 0.10 0.07
F -3.45827 5.95356 1.45731 0.00 -0.04 -0.09
H 1.26660 3.53750 0.59911 -0.11 -0.20 -0.47
H 1.74734 5.13507 1.00499 0.13 0.10 -0.20
H 2.33146 4.44639 -0.50453 -0.18 0.02 -0.29
H -0.01733 4.41516 -1.31197 -0.35 0.30 -0.19
H 0.27581 6.10329 -0.83669 -0.01 0.14 0.23
C -2.14873 1.39716 1.42970 0.21 0.00 -0.70
C -2.59337 0.96533 0.04613 0.49 -0.45 0.59
O -3.03264 2.14852 -0.69209 -0.78 -0.28 0.43
C -2.27197 2.65567 -1.57378 0.13 0.02 -0.76
O -1.14218 2.31388 -1.84804 0.50 0.18 -0.47
C -2.98591 3.71472 -2.45340 0.23 -0.12 -0.21
F -2.40824 4.91089 -2.32411 -0.06 -0.06 0.02
F -2.85109 3.31531 -3.73013 0.00 0.14 0.17
F -4.27276 3.80978 -2.18048 -0.11 0.15 0.09
H -1.18306 1.89052 1.30576 -0.07 0.20 0.26
H -1.99788 0.52114 2.05369 -0.13 -0.03 0.05
H -2.88930 2.06520 1.85861 0.07 -0.04 0.22
H -3.44004 0.28646 0.05888 -0.18 0.22 -0.08
H -1.76364 0.49820 -0.48197 -0.04 0.09 -0.10
C 3.15515 -2.42561 -2.74286 1.04 -0.19 0.10
C 2.98329 -2.17325 -1.25318 -0.76 0.86 -1.16
O 2.96913 -3.43726 -0.59385 -1.01 0.02 0.49
C 4.12185 -3.97835 -0.29432 0.44 0.19 -0.37
O 5.19503 -3.48134 -0.46041 0.31 -0.15 0.16
C 3.93877 -5.39103 0.28636 -0.01 -0.01 0.68
F 4.65978 -5.47593 1.41368 -0.04 -0.09 -0.10
F 2.66530 -5.65226 0.59333 0.05 -0.03 -0.06
F 4.36682 -6.32530 -0.55723 0.06 0.02 -0.18
H 4.09105 -2.95371 -2.94740 0.01 0.07 0.08
H 3.19362 -1.49757 -3.31077 -0.32 0.05 0.05
H 2.35419 -3.08823 -3.06964 -0.14 0.23 -0.14
H 1.99042 -1.72174 -1.19252 -0.14 -0.45 0.63
H 3.63122 -1.44180 -0.77351 0.56 -0.41 -0.17
```
Forces are in eV/Å.

Orbital gap (spin up / spin down) = 9.47 / 9.36 eV
Spin multiplicity = 3
E = -4687.50775 Ha


The following is a DFT calculation (ωB97M-V/def2-TZVPD) of C4H8O as an isolated structure.

XYZ file:
```
13
Properties=species:S:1:pos:R:3:forces:R:3
C 1.64072 -0.55421 0.16857 0.49 -0.08 0.11
C 0.01042 0.41537 -0.68413 0.23 0.03 -0.17
C -1.10211 -0.47407 -0.41245 -0.33 0.05 -0.23
C -1.50844 0.60688 0.57605 -0.37 0.08 0.23
O -0.29299 1.36354 0.20919 -0.03 0.21 0.01
H 2.22943 0.36370 0.24370 -0.16 -0.07 -0.02
H 1.60768 -1.01016 1.16764 -0.06 0.01 -0.07
H 2.12076 -1.23378 -0.54130 -0.09 0.01 0.03
H 0.63363 0.65863 -1.54226 -0.13 -0.09 0.03
H -1.71995 -0.93437 -1.17156 0.02 0.06 0.10
H 0.25837 -0.79963 0.00141 0.38 -0.14 0.09
H -1.48709 0.39255 1.65309 -0.01 -0.04 -0.19
H -2.39042 1.20554 0.33206 0.05 -0.04 0.08
```
Forces are in eV/Å.

Orbital gap = 8.21 eV
Spin multiplicity = 1
Relative energy (zero: lowest compared OMol25 entry of this formula, charge and spin) = 143.0 kcal per mole
E = -232.21779 Ha


The following is a DFT calculation (ωB97M-V/def2-TZVPD) of a 6-piece molecular cluster, C25H42O32S8 overall in a non-equilibrium geometry.

XYZ file:
```
107
Properties=species:S:1:pos:R:3:forces:R:3
C -0.02602 2.09286 0.14535 -0.76 0.40 -0.73
C -0.45034 0.67471 -0.55948 1.77 -3.00 -0.47
C 0.50430 -0.44378 -0.90691 -3.18 2.72 1.32
C 2.12197 -0.30250 -0.63588 0.44 -1.11 -1.73
C 2.79217 1.00650 -1.43282 -0.77 1.01 0.89
O 1.95410 1.43556 -2.59917 1.75 -2.02 0.50
C -0.21893 -1.79727 -1.57201 2.68 -1.85 -3.30
O 0.41909 -2.50006 -2.53049 -4.10 4.07 6.08
C -1.75187 -2.17695 -1.02128 -1.48 3.95 0.88
S -2.23205 -3.99098 -0.81459 0.21 1.83 0.77
C -2.68849 -1.02289 -0.71209 2.18 -3.16 -0.71
C -4.22219 -1.37591 -0.20500 -0.46 0.48 -0.48
C -5.17838 -0.06154 0.00883 -0.79 -0.69 0.02
O -4.91888 0.50448 1.34643 0.59 0.92 -1.70
C -2.06533 0.48094 -0.90779 -0.80 3.54 -1.35
O -2.71299 1.56537 -1.34096 3.13 -6.42 2.68
H 0.05414 2.92702 -0.70055 -0.12 -1.88 1.75
H -0.89543 2.46373 0.87467 1.90 -1.02 -1.59
H 0.99184 2.07070 0.72797 -2.04 -0.32 -1.22
H 2.64880 -1.24881 -1.13779 -1.38 1.83 1.16
H 2.42922 -0.34170 0.49968 -0.94 0.32 -2.21
H 3.90772 0.81393 -1.75081 -2.28 0.16 0.66
H 2.77491 1.92953 -0.68621 0.07 -2.11 -1.93
H 2.09746 0.75188 -3.31975 -0.26 1.19 1.28
H -2.77522 -4.03304 0.50705 0.74 0.63 -1.65
H -4.23961 -1.97749 0.81915 0.38 1.42 -2.13
H -4.77919 -2.07891 -0.98968 1.55 1.45 1.44
H -6.30698 -0.44942 0.03517 2.48 0.74 0.02
H -5.13678 0.72122 -0.86698 0.32 -1.55 1.81
H -4.39736 1.35882 1.28953 -0.94 -1.50 -0.20
C 2.92151 3.46005 4.09749 0.06 0.46 0.63
C 3.68183 4.59318 3.41364 -0.75 0.35 0.04
O 4.81266 3.97133 2.80758 0.01 -1.37 -0.09
S 4.40595 2.45799 2.35504 0.24 0.07 0.23
O 4.06183 2.48409 0.95075 0.56 -0.35 1.73
O 5.37169 1.53946 2.91185 -1.14 1.12 -1.07
O 3.02546 2.34414 3.21480 0.83 0.05 -1.07
H 3.39146 3.18744 5.04795 -0.09 0.11 -0.07
H 1.87202 3.71272 4.27072 0.30 -0.36 -0.28
H 3.99820 5.36671 4.11744 0.15 -0.30 -0.20
H 3.08057 5.04809 2.61936 -0.02 0.01 0.13
C 2.69670 -4.35537 -5.31833 -0.21 -0.28 0.84
C 2.70359 -3.00731 -4.60251 -0.79 -0.16 -0.16
O 4.03704 -2.52065 -4.73611 0.84 -0.60 -0.81
S 4.65218 -3.04300 -6.15357 -0.06 0.06 -0.06
O 4.50260 -1.98475 -7.12767 0.50 -1.42 1.06
O 5.91210 -3.69876 -5.89093 -1.35 1.04 -0.46
O 3.52859 -4.18268 -6.46434 0.71 1.08 -0.09
H 3.13836 -5.13674 -4.69148 -0.11 0.19 -0.03
H 1.69019 -4.65753 -5.61984 0.26 0.13 -0.17
H 2.42847 -3.09389 -3.54866 0.26 0.08 -0.22
H 2.03335 -2.29561 -5.09606 -0.03 -0.10 0.09
C -1.20330 4.85809 6.27782 -0.25 -0.25 0.76
C -1.19641 6.20615 6.99365 -0.80 -0.01 -0.31
O 0.13704 6.69282 6.86005 0.84 -0.71 -0.78
S 0.75218 6.17047 5.44259 -0.48 0.73 -0.13
O 0.60260 7.22871 4.46849 0.63 -1.65 1.17
O 2.01210 5.51470 5.70522 -1.27 1.09 -0.28
O -0.37141 5.03078 5.13182 0.74 0.95 0.01
H -0.76164 4.07672 6.90468 -0.08 0.07 -0.02
H -2.20981 4.55593 5.97632 0.27 0.12 -0.19
H -1.47153 6.11957 8.04749 0.32 0.05 -0.14
H -1.86665 6.91785 6.50009 0.00 -0.13 0.07
C -5.01261 5.40863 -0.85515 0.57 -0.23 -0.39
C -4.70211 3.98669 -0.39539 -0.16 -0.13 -0.62
O -4.39603 4.10165 0.99237 0.21 0.61 -0.78
S -5.27135 5.32204 1.62867 1.65 -1.66 2.16
O -6.44523 4.75626 2.25561 18.30 -6.69 3.13
O -4.37134 6.22253 2.31094 -1.07 -0.38 -0.76
O -5.72748 6.01026 0.22290 -0.14 -0.59 0.88
H -4.09303 5.98070 -1.01534 -0.07 -0.09 -0.01
H -5.61416 5.42527 -1.76791 -0.08 0.08 0.31
H -3.86341 3.54661 -0.94008 -0.06 0.08 0.24
H -5.58008 3.33973 -0.49507 0.02 0.04 -0.09
C 5.68086 -9.44821 -4.83809 -0.14 -0.01 -1.17
C 5.73943 -8.20063 -5.71549 0.63 0.06 0.17
O 4.45146 -7.60064 -5.59755 -0.63 -0.03 0.20
S 3.86298 -7.89813 -4.10570 -0.03 -0.33 -1.00
O 4.13054 -6.74390 -3.27667 -0.56 -1.39 -0.59
O 2.54898 -8.48252 -4.24099 1.37 1.12 0.35
O 4.91440 -9.07427 -3.69445 -2.54 6.59 -13.57
H 5.15730 -10.26385 -5.34716 0.10 0.04 -0.01
H 6.67532 -9.78767 -4.53625 -0.22 0.13 0.28
H 5.96131 -8.43550 -6.75923 -0.31 0.15 0.11
H 6.47995 -7.48766 -5.33782 0.01 -0.11 -0.07
C 6.70012 -9.59718 0.68190 0.46 0.12 0.04
C 6.45134 -8.09350 0.59951 -0.06 -0.16 0.69
O 5.75900 -7.89668 -0.63122 -0.24 -0.91 -0.58
S 4.83548 -9.20637 -0.93495 -0.18 -0.73 0.81
O 3.48835 -8.92074 -0.49359 1.57 -0.42 -0.97
O 5.14401 -9.68515 -2.26234 1.17 -4.76 15.05
O 5.52491 -10.20761 0.15137 -0.14 0.68 0.66
H 7.54884 -9.89113 0.05594 0.00 0.06 0.08
H 6.87317 -9.93134 1.70838 -0.19 -0.02 -0.19
H 7.37887 -7.51630 0.61676 -0.21 -0.04 -0.27
H 5.79843 -7.75700 1.41179 0.12 -0.05 -0.01
C -10.58993 7.19016 2.82276 -0.24 0.53 -0.13
C -10.31860 7.31507 1.32593 -0.35 -0.47 0.01
O -8.90741 7.48575 1.21544 0.25 0.95 0.57
S -8.17867 6.66928 2.42487 -1.79 -0.23 -0.70
O -7.74829 5.38855 1.90947 -17.21 9.60 -2.75
O -7.29433 7.57546 3.11999 -0.66 -1.51 -1.09
O -9.50278 6.42818 3.34493 0.42 0.10 -0.05
H -10.58211 8.17151 3.30797 -0.07 -0.05 -0.08
H -11.54001 6.69038 3.02978 0.31 -0.09 0.04
H -10.84559 8.15992 0.87617 0.31 -0.03 0.06
H -10.58976 6.39463 0.79812 -0.07 0.07 0.08
```
Forces are in eV/Å.

Orbital gap = 5.44 eV
Spin multiplicity = 1
Relative energy (zero: lowest compared OMol25 entry of this formula, charge and spin) = 391.0 kcal per mole
E = -6570.06092 Ha


The following is a DFT calculation (ωB97M-V/def2-TZVPD) of C5H10N2 as an isolated structure in a non-equilibrium geometry.

XYZ file:
```
17
Properties=species:S:1:pos:R:3:forces:R:3
C -0.62278 1.70223 0.06426 0.06 -0.27 0.47
C -0.41047 -0.99466 1.13362 -0.23 -0.43 -0.73
C 0.45354 0.71071 -0.29709 0.71 0.64 0.29
C -0.31362 -1.40071 -0.85374 0.01 0.78 1.02
N 1.70915 1.08567 0.02471 -0.77 -0.13 -0.16
C 0.25941 -0.26305 -1.32961 -0.10 -0.60 -0.56
N -0.52445 -2.60294 -1.11825 -0.21 -0.05 -0.14
H 2.46481 0.44148 -0.14640 -0.06 0.07 -0.14
H 1.87970 1.85475 0.65482 -0.02 -0.05 -0.05
H -1.30416 -3.04758 -0.64136 0.19 0.09 0.10
H 0.46931 -0.06752 -2.37767 0.32 -0.03 0.11
H -0.53381 2.05967 1.09381 0.04 0.03 -0.04
H -1.60615 1.26058 -0.06603 0.07 -0.03 -0.07
H -0.52371 2.56229 -0.60876 0.00 -0.15 -0.02
H -0.21589 -0.18111 1.83407 0.01 0.20 -0.17
H 0.26643 -1.81103 1.37550 -0.02 -0.04 0.02
H -1.44729 -1.30878 1.25813 0.01 -0.04 0.07
```
Forces are in eV/Å.

Orbital gap = 7.94 eV
Spin multiplicity = 1
Relative energy (zero: lowest compared OMol25 entry of this formula, charge and spin) = 94.3 kcal per mole
E = -305.87359 Ha


Question: What is the formula in the seventh record?
Answer: C5H10N2